1.
The following is a DFT calculation (ωB97M-V/def2-TZVPD) of C24H36NdP2Si as an isolated structure in a non-equilibrium geometry.

**Charge**: +1
**Multiplicity**: 4
**LUMO (alpha / beta)**: -3.88 / -3.79 eV
**Total energy**: -2469.42521 hartree

The geometry in XYZ format:
```
64
Properties=species:S:1:pos:R:3:forces:R:3
C 0.8896 1.8742 0.5300 -0.03 1.24 0.33
C 0.0006 2.4986 -0.3897 0.51 0.29 0.39
C -1.0553 3.1118 0.3443 0.51 0.10 0.18
H 0.1737 2.5752 -1.4596 -0.34 -0.24 0.14
C -0.8145 2.8954 1.7311 0.84 0.05 -0.23
C 0.3992 2.1408 1.8478 0.02 0.67 -0.50
H 0.9568 1.9356 2.7577 -0.35 -0.11 -0.13
H 1.8541 1.4220 0.2939 -0.48 0.01 -0.01
H -1.8813 3.6630 -0.1015 0.23 -0.16 0.21
H -1.4101 3.2623 2.5648 0.12 -0.06 -0.32
Nd -1.3315 0.5985 0.7135 -0.21 -1.53 -1.37
C -1.7201 -2.3458 -1.7934 1.14 -0.95 -0.75
H -2.2811 -2.1151 -0.8738 -0.01 0.03 -0.37
H -1.3709 -3.3881 -1.7172 -0.42 0.15 0.15
H -2.3153 -2.2666 -2.7145 -0.35 -0.03 0.60
Si -0.0835 -1.3488 -2.1700 -0.72 1.14 -0.39
C 1.3956 -0.8823 -3.3130 -0.34 -0.25 -0.29
C 2.1265 0.2398 -2.8994 0.58 -0.56 -0.19
H 1.6521 0.9933 -2.2644 0.20 -0.20 -0.10
C 3.4805 0.3526 -3.2387 -0.07 -0.14 -0.28
H 4.0661 1.1689 -2.8112 -0.06 -0.16 -0.31
C 4.0717 -0.5915 -4.0956 -0.28 -0.10 0.35
H 5.1338 -0.5068 -4.3538 -0.49 -0.05 0.09
C 3.3086 -1.6711 -4.5789 -0.09 0.25 -0.08
H 3.7864 -2.4131 -5.2324 -0.28 0.37 0.23
C 1.9628 -1.8118 -4.2005 0.83 0.36 0.25
H 1.3808 -2.6765 -4.5430 0.32 0.28 0.18
C -1.1733 0.2028 -2.8517 -0.54 -0.67 -0.03
C -0.7773 1.0192 -3.9184 -0.43 0.86 0.13
H -0.0127 0.7026 -4.6373 -0.19 0.04 0.56
C -1.3591 2.2865 -4.1024 -0.11 -0.23 0.13
H -1.0328 2.9085 -4.9367 -0.15 -0.13 0.18
C -2.3155 2.7716 -3.2009 0.24 0.07 0.33
H -2.7115 3.7882 -3.2787 0.21 -0.36 -0.05
C -2.7667 1.9346 -2.1791 -0.30 -0.50 -0.24
H -3.4888 2.2820 -1.4347 -0.18 0.02 -0.49
C -2.3136 0.6017 -2.1071 0.48 1.11 0.10
H -2.9125 -0.1070 -1.5037 0.52 0.16 -0.09
H 0.0460 -0.5082 -0.8770 0.08 0.43 0.89
H 0.9413 -2.3392 -1.6764 -0.30 -0.78 0.75
C -2.3587 -1.3546 4.3114 -0.22 -0.13 -0.18
P -1.4046 0.0948 3.7091 0.25 -0.43 0.56
C -2.0068 1.3688 4.8654 -0.09 0.39 0.10
C 0.2774 -0.2798 4.4447 -0.02 0.22 -0.11
C 1.3412 -0.8022 3.4634 0.19 -0.23 -0.14
P 0.7600 -1.1160 1.7258 0.34 -0.11 0.21
C 2.3594 -1.3779 0.8776 0.15 0.11 -0.19
C 0.0640 -2.8075 1.7894 0.04 -0.12 -0.05
H -3.3325 -0.9767 4.6518 0.18 -0.37 -0.14
H -1.8412 -1.8422 5.1505 -0.30 0.11 -0.27
H -2.5103 -2.0733 3.4945 -0.05 0.06 0.39
H -1.3383 1.4364 5.7323 -0.28 0.00 -0.12
H -2.0442 2.3471 4.3733 -0.02 -0.18 0.27
H -3.0145 1.0905 5.1969 0.25 0.26 -0.03
H 0.6303 0.6535 4.9128 -0.14 -0.34 -0.15
H 0.1007 -1.0043 5.2565 0.09 0.36 -0.26
H 2.1819 -0.0903 3.3935 -0.33 -0.31 -0.03
H 1.7568 -1.7540 3.8252 0.03 0.28 -0.05
H 2.7094 -2.3956 1.1055 0.02 0.36 -0.08
H 2.2544 -1.2748 -0.2125 -0.02 -0.10 0.34
H 3.1012 -0.6459 1.2344 -0.26 -0.25 -0.10
H 0.9068 -3.5076 1.8594 -0.37 -0.03 0.05
H -0.6037 -2.9381 2.6538 0.20 0.01 -0.29
H -0.4875 -3.0084 0.8565 0.20 -0.02 0.30
```
Forces are in eV/Å.

---

2.
The following is a DFT calculation (ωB97M-V/def2-TZVPD) of C30H29GaN9OPS3Se as an isolated structure.

**Multiplicity**: 1
**LUMO**: -0.18 eV
**Total energy**: -7590.90838 hartree

The geometry in XYZ format:
```
75
Properties=species:S:1:pos:R:3:forces:R:3
Ga -1.6798 1.6245 -0.3194 0.03 0.12 0.25
S -1.8650 3.8725 -0.5069 0.02 -0.03 -0.02
C -3.5308 3.5853 -0.0194 0.09 -0.10 -0.07
S -4.0088 1.9171 0.0565 -0.02 -0.07 -0.01
C -4.3681 4.6187 0.2749 0.02 0.00 0.01
C -5.7094 4.3816 0.6910 -0.04 0.00 0.01
N -6.7895 4.1893 1.0347 -0.11 -0.03 0.03
C -3.9205 5.9688 0.1946 -0.04 0.04 -0.03
N -3.5555 7.0569 0.1230 0.07 0.11 0.01
S -2.4661 -1.6782 -3.2554 0.07 0.08 0.19
C -2.3264 -0.8480 -1.7571 -0.29 0.29 -0.33
N -1.7723 0.3493 -1.8297 -0.26 -0.19 -0.05
C -1.3284 0.6294 -3.1212 0.18 -0.08 -0.04
C -0.6498 1.7704 -3.5399 -0.03 0.05 -0.02
C -0.2670 1.8620 -4.8639 0.02 -0.01 -0.01
C -0.5373 0.8332 -5.7693 -0.02 -0.01 0.02
C -1.2154 -0.3002 -5.3633 0.02 0.00 -0.03
C -1.6156 -0.3848 -4.0369 -0.03 0.06 -0.04
H -2.9644 -1.1517 -0.9471 0.15 -0.04 0.10
H -0.4479 2.5740 -2.8473 0.00 0.03 0.04
H 0.2497 2.7491 -5.2043 0.01 0.02 -0.01
H -0.2223 0.9265 -6.7987 0.01 0.01 -0.03
H -1.4255 -1.1023 -6.0574 -0.01 -0.01 -0.01
C -2.4712 -0.8982 2.0925 -0.12 -0.10 -0.16
C -1.5610 0.2223 2.4143 0.19 -0.02 0.01
N -1.2739 1.2535 1.6397 -0.13 -0.22 -0.03
C -0.4971 2.1219 2.3749 0.17 0.03 -0.03
C -0.2772 1.5854 3.5955 0.03 0.05 0.01
N -0.9468 0.3790 3.6067 -0.21 0.07 -0.03
C -0.8758 -0.6000 4.6791 0.08 -0.07 0.00
N 0.4775 -1.0272 4.8747 0.01 -0.22 -0.14
N 1.2014 -0.5482 5.9142 -0.11 0.20 0.18
N 2.4001 -0.9621 5.8282 0.12 0.01 0.08
C 2.5201 -1.7355 4.6922 -0.12 -0.01 -0.12
C 3.6265 -2.4005 4.1540 -0.04 0.03 0.02
C 3.4315 -3.0812 2.9766 -0.07 -0.01 -0.04
C 2.1719 -3.1082 2.3366 0.11 -0.06 -0.01
C 1.0749 -2.4624 2.8534 -0.01 0.07 0.29
C 1.2791 -1.7779 4.0570 0.09 0.00 -0.02
H -2.7725 -0.8333 1.0515 -0.02 0.04 0.04
H -3.3705 -0.8460 2.7080 -0.01 0.02 0.00
H -2.0057 -1.8730 2.2233 0.05 -0.04 0.02
H -0.1708 3.0603 1.9615 -0.03 0.01 0.01
H 0.2777 1.9326 4.4487 0.02 0.01 0.03
H -1.4992 -1.4496 4.4057 -0.01 0.04 0.03
H -1.2299 -0.1723 5.6165 0.07 0.00 -0.05
H 4.5858 -2.3729 4.6500 0.03 0.01 0.03
H 4.2565 -3.6130 2.5235 0.02 -0.02 -0.02
H 2.0602 -3.6530 1.4076 -0.03 0.04 -0.03
H 0.1272 -2.4998 2.3374 0.01 -0.01 -0.02
Se -0.4991 -2.4036 -0.2872 -0.02 -0.12 0.05
C 0.3091 -3.0922 -1.8543 -0.11 0.13 0.04
C 0.8129 -2.2542 -2.8511 0.02 0.06 0.02
C 1.3517 -2.8009 -4.0035 0.03 0.03 -0.03
N 1.4304 -4.1065 -4.2409 0.03 -0.01 -0.08
C 0.9439 -4.9060 -3.2924 -0.01 -0.07 0.02
C 0.3795 -4.4613 -2.1096 0.05 -0.03 0.04
H 0.7594 -1.1753 -2.7428 0.02 -0.05 0.01
H 1.7376 -2.1492 -4.7817 0.00 0.02 -0.01
H 1.0040 -5.9705 -3.4931 0.00 -0.01 0.00
H -0.0057 -5.1700 -1.3888 -0.01 0.00 0.00
C 2.5810 2.0270 -2.0288 -0.08 0.04 0.02
P 1.8558 1.4738 -0.4835 -0.01 0.02 0.07
C 2.4445 -0.1827 -0.1771 -0.12 -0.02 0.07
C 2.5475 2.5062 0.8148 0.02 0.00 -0.04
O 0.3512 1.5943 -0.5209 0.10 0.03 -0.16
H 3.6661 1.9375 -2.0044 0.04 -0.02 0.03
H 2.3097 3.0693 -2.2023 0.00 -0.02 0.00
H 2.1860 1.4204 -2.8433 -0.01 -0.02 -0.02
H 3.5272 -0.1779 -0.0524 0.05 0.02 -0.02
H 2.1611 -0.8452 -0.9939 0.02 0.00 -0.03
H 1.9678 -0.5710 0.7242 0.02 0.00 0.02
H 3.6364 2.4626 0.7954 0.02 0.01 -0.01
H 2.1935 2.1536 1.7833 0.02 -0.03 -0.02
H 2.2253 3.5380 0.6735 -0.01 0.01 -0.02
```
Forces are in eV/Å.